{
  "formula": "C18H20N2O5S",
  "method": "wB97M-V/def2-TZVPD",
  "e_tot_ev": -43043.46924,
  "relative_energy_ev": 0.784,
  "smiles": "CCCNC(=O)c1ccccc1NS(=O)(=O)c1ccc2c(c1)OCCO2",
  "lumo_ev": 0.50,
  "homo_energy_ev": -8.982,
  "mol_weight_g_mol": 376.43,
  "homo_lumo_gap_ev": 9.48,
  "symbols": ["C", "C", "H", "H", "H", "C", "C", "C", "C", "C", "C", "O", "C", "H", "H", "O", "H", "H", "H", "C", "H", "C", "H", "S", "C", "N", "H", "C", "H", "O", "H", "H", "C", "C", "C", "C", "H", "H", "H", "O", "C", "H", "H", "H", "N", "O"],
  "coordinates": [[0.177, -1.776, -1.342], [0.956, -5.513, 1.709], [-2.110, 3.580, 3.029], [-0.705, -5.108, 3.055], [-0.537, 0.249, 2.359], [0.886, 3.036, -0.717], [1.346, -3.848, -1.464], [1.077, 2.086, -1.723], [-0.460, -5.020, 1.996], [1.242, 2.496, -3.040], [1.236, 3.843, -3.353], [-0.570, -3.648, 1.674], [-2.620, 3.023, 2.246], [-2.317, 3.431, 1.284], [1.222, 0.527, -0.448], [1.244, 3.187, 1.638], [1.998, -4.545, -1.964], [-1.015, -1.434, 0.400], [1.370, -2.346, -3.007], [-0.342, -2.105, -0.108], [-0.212, 1.906, 2.924], [1.093, 4.792, -2.354], [-2.598, 1.138, 3.290], [-0.193, -0.175, -2.026], [-2.269, 1.543, 2.331], [-0.290, 1.702, 0.885], [-3.692, 3.168, 2.358], [1.007, -2.637, -2.036], [1.357, 4.151, -4.381], [-1.389, 0.350, -1.411], [-1.176, -5.600, 1.400], [-0.845, 1.389, 0.094], [0.647, 2.666, 0.716], [0.855, -4.195, -0.207], [0.927, 4.387, -1.043], [-0.019, -3.328, 0.468], [1.109, 5.844, -2.596], [1.672, -4.923, 2.296], [1.362, 1.744, -3.802], [1.247, -5.382, 0.332], [-0.765, 1.310, 2.194], [0.813, 5.110, -0.249], [1.067, -6.571, 1.948], [-2.785, 0.998, 1.537], [1.135, 0.701, -1.443], [-0.137, -0.202, -3.451]],
  "atomic_forces_ev_per_a": [[-0.1, 0.6, -0.2], [-0.3, 0.1, 0.5], [0.0, 0.1, 0.1], [0.0, -0.1, -0.1], [0.0, 0.1, 0.1], [0.1, 0.0, -0.2], [-0.1, 0.0, 0.2], [-0.1, 0.7, -0.2], [0.3, -0.5, 0.0], [0.0, 0.1, 0.0], [0.0, -0.1, 0.0], [0.1, 0.3, -0.1], [0.0, -0.2, 0.0], [0.0, 0.1, -0.1], [0.0, -0.2, 0.1], [0.1, 0.3, 0.1], [0.1, -0.1, -0.1], [-0.1, 0.1, 0.1], [0.1, 0.0, -0.1], [0.0, -0.2, 0.2], [-0.1, -0.2, 0.0], [0.0, 0.0, 0.0], [0.0, -0.1, 0.0], [0.4, -0.1, 0.6], [0.2, 0.2, 0.0], [-0.2, -0.1, 0.1], [-0.1, 0.1, 0.0], [0.1, -0.1, -0.1], [0.0, 0.0, -0.1], [-0.2, -0.2, 0.1], [0.0, 0.1, 0.1], [0.1, 0.2, 0.0], [-0.1, -0.2, -0.1], [0.0, 0.2, 0.1], [0.0, -0.1, 0.0], [0.1, 0.0, -0.2], [0.0, 0.1, 0.0], [0.0, -0.1, -0.1], [0.1, 0.0, -0.1], [0.0, 0.1, -0.4], [-0.1, -0.2, 0.3], [0.0, 0.1, 0.1], [0.0, 0.1, 0.0], [-0.1, -0.1, 0.0], [-0.3, -0.9, -0.3], [0.2, -0.1, -0.2]]
}


{
  "formula": "C18H20N4O2S2",
  "method": "wB97M-V/def2-TZVPD",
  "e_tot_ev": -50717.50722,
  "relative_energy_ev": 0.077,
  "smiles": "Cc1nc(NCCc2ccc(S(N)(=O)=O)cc2)c2c3c(sc2n1)CCC3",
  "lumo_ev": 0.47,
  "homo_energy_ev": -7.627,
  "mol_weight_g_mol": 388.52,
  "homo_lumo_gap_ev": 8.10,
  "symbols": ["H", "H", "H", "H", "H", "C", "S", "S", "H", "C", "H", "H", "H", "C", "H", "C", "C", "C", "H", "C", "C", "N", "C", "H", "N", "O", "C", "C", "N", "C", "H", "C", "C", "H", "H", "O", "H", "C", "H", "H", "C", "N", "C", "H", "C", "H"],
  "coordinates": [[-1.984, -1.589, 1.065], [2.637, -1.749, 4.049], [2.767, 0.003, 3.880], [-4.125, 0.305, -1.425], [-0.531, -2.298, 3.257], [0.881, -1.594, -3.737], [2.039, 2.544, -0.950], [3.050, -0.994, 0.836], [-2.749, -1.663, -1.766], [0.702, -0.715, 4.146], [-3.876, -2.060, -0.441], [-0.096, -1.488, -4.197], [-2.078, 0.781, -2.869], [-2.169, 0.878, -0.733], [1.313, -2.551, -4.027], [1.947, -1.017, 2.167], [-0.231, 1.813, 0.354], [-0.224, -1.271, 3.039], [-3.911, 0.244, 0.333], [-1.565, 1.085, -1.969], [-3.034, -1.431, -0.740], [-0.469, -1.653, -1.740], [-0.629, -1.596, -0.423], [0.324, 2.080, 1.238], [-1.889, -1.757, 0.075], [2.624, 2.210, -2.213], [0.753, -1.534, -2.251], [-0.294, 1.624, -2.045], [1.862, -1.356, -1.558], [0.367, 1.953, -0.880], [2.228, 4.641, -0.129], [0.652, -1.237, 1.824], [-3.424, 0.063, -0.627], [-1.125, -0.662, 2.939], [0.552, -1.230, 5.093], [2.713, 2.200, 0.268], [1.553, -0.808, -4.070], [-1.506, 1.281, 0.423], [2.093, 4.642, -1.784], [0.482, 0.342, 4.299], [1.718, -1.285, -0.246], [1.784, 4.215, -0.926], [2.151, -0.862, 3.634], [0.216, 1.752, -2.986], [0.483, -1.405, 0.425], [-1.982, 1.150, 1.385]],
  "atomic_forces_ev_per_a": [[0.0, 0.0, -0.1], [0.0, 0.0, 0.1], [0.0, 0.0, 0.1], [-0.1, 0.0, 0.0], [-0.1, 0.0, 0.0], [0.0, 0.0, 0.0], [0.0, 1.0, 0.0], [-0.3, -0.1, 0.1], [-0.2, 0.0, 0.1], [0.0, 0.0, 0.0], [0.0, 0.0, -0.1], [0.0, 0.0, -0.1], [0.0, -0.1, -0.1], [-0.1, 0.3, 0.0], [0.0, -0.1, -0.1], [-0.3, 0.0, -0.3], [0.0, 0.0, 0.2], [0.0, -0.1, 0.0], [0.0, 0.0, 0.0], [0.0, 0.2, 0.2], [-0.4, 0.1, -0.1], [-0.4, -0.2, 0.1], [0.6, -0.2, 0.0], [0.0, 0.0, 0.2], [-0.1, -0.1, 0.4], [-0.3, 0.0, -0.1], [0.2, 0.0, 0.2], [0.0, 0.0, -0.2], [0.5, 0.1, -0.4], [0.5, 0.0, 0.0], [0.1, 0.0, 0.2], [0.5, 0.2, 0.4], [0.2, -0.2, -0.1], [-0.1, 0.0, 0.0], [0.0, 0.1, 0.0], [-0.3, 0.1, 0.1], [0.1, 0.0, -0.1], [0.0, 0.2, -0.2], [0.1, 0.0, -0.2], [0.0, 0.0, 0.0], [-0.6, -0.2, 0.3], [0.1, -0.8, 0.0], [0.2, 0.0, 0.1], [0.0, 0.0, -0.2], [0.4, 0.0, -0.7], [0.0, 0.0, 0.1]]
}


{
  "formula": "C18H20N4O3",
  "method": "wB97M-V/def2-TZVPD",
  "e_tot_ev": -31089.42589,
  "relative_energy_ev": 5.581,
  "smiles": "CCn1c(N)c(C(=O)NC)c(=O)c2ccc(C#C[C@@H](O)C3CC3)nc21",
  "lumo_ev": -0.10,
  "homo_energy_ev": -8.539,
  "mol_weight_g_mol": 340.38,
  "homo_lumo_gap_ev": 8.44,
  "symbols": ["H", "O", "C", "C", "H", "H", "H", "H", "O", "C", "H", "H", "C", "C", "N", "C", "C", "C", "C", "C", "H", "C", "H", "C", "N", "N", "C", "H", "H", "C", "C", "H", "H", "C", "O", "H", "H", "H", "C", "H", "H", "C", "N", "H", "H"],
  "coordinates": [[-0.537, -3.510, 3.583], [-0.450, -2.185, 4.998], [-1.122, -1.186, 4.611], [-1.112, 0.248, 2.653], [0.960, 3.166, -5.104], [0.156, 2.013, -6.325], [-0.081, 2.589, 1.686], [-3.788, -1.964, 1.128], [4.139, 0.241, -4.346], [2.288, 2.409, -6.665], [2.847, 3.335, -6.428], [-2.938, -0.579, 0.553], [3.176, 1.335, -4.363], [-0.816, -2.043, 2.267], [-0.742, -3.318, 2.600], [2.376, 1.226, -3.112], [-1.812, -2.418, 0.127], [-0.239, -0.632, 0.445], [-0.942, -0.194, 6.882], [1.620, 1.079, -2.178], [1.962, 0.309, -5.984], [-3.178, -1.617, 0.247], [3.643, -0.587, -4.131], [-0.499, 0.449, 1.316], [0.450, -0.499, -0.738], [-1.389, -0.213, 5.524], [2.214, 1.272, -5.645], [-1.191, 0.872, 7.379], [-1.992, -3.414, 0.524], [-1.040, -1.041, 3.223], [0.850, 0.767, -1.056], [-0.273, -3.878, 1.888], [-1.830, 0.658, 5.200], [1.107, 2.318, -5.806], [-1.698, 1.163, 3.240], [-1.568, -2.341, -0.957], [-3.728, -1.599, -0.693], [3.675, 2.279, -4.441], [0.498, 1.862, -0.245], [0.845, 2.858, -0.520], [-1.539, -0.944, 7.477], [-0.037, 1.691, 1.019], [-0.699, -1.842, 0.934], [2.184, 2.139, -7.690], [0.248, -0.275, 6.922]],
  "atomic_forces_ev_per_a": [[-0.2, 0.3, -0.2], [-1.3, -0.2, 0.9], [3.7, -1.5, 3.5], [-1.5, 0.6, 0.1], [0.2, -1.0, -0.2], [1.0, 0.1, 0.9], [-0.4, -1.2, -0.5], [0.4, 0.0, -1.2], [-0.9, 0.3, -0.2], [0.9, 0.3, 0.4], [0.3, -1.0, -0.4], [-0.1, -0.3, -0.5], [-1.6, -1.9, -0.6], [0.0, 0.6, 2.8], [0.5, -1.8, 0.0], [-0.6, 0.3, 0.0], [-1.3, 0.6, -0.7], [0.9, 2.6, -0.3], [1.1, 1.2, 1.9], [1.5, -0.8, -2.1], [-0.1, -1.0, -0.4], [0.9, 0.3, 1.9], [0.5, 1.1, -0.2], [0.3, -0.7, 0.8], [-0.7, 0.0, 1.3], [-1.5, 1.4, -1.7], [0.7, 2.7, 1.6], [0.4, -2.4, -1.4], [0.2, -0.2, -0.7], [-0.8, 0.8, -3.9], [-2.2, -0.1, 2.3], [-0.3, 0.0, 0.6], [0.4, -1.0, -0.3], [-1.9, -0.1, 0.1], [0.6, 0.6, -0.5], [0.4, -0.6, 1.0], [0.0, -0.2, 0.2], [0.7, 0.3, 0.3], [1.2, 0.5, 0.3], [-0.1, -0.3, -0.1], [1.3, 0.5, -0.3], [0.2, 2.0, -1.0], [-0.3, -0.4, -2.9], [0.1, 0.1, -0.6], [-2.6, -0.4, 0.2]]
}